Formula: C19H44As3O5Zn
Source: OMol25
Level of theory: ωB97M-V/def2-TZVPD

XYZ file:
```
72
C19H44As3O5Zn (ωB97M-V/def2-TZVPD)
Zn 0.141 -0.202 -0.227
C 1.032 -0.145 2.884
O -0.119 -0.134 2.038
C -1.296 -0.634 2.682
C -1.993 -1.699 1.852
O -2.213 -1.376 0.485
C -3.307 -0.518 0.172
C -2.837 0.882 -0.151
O -1.841 0.811 -1.163
C -2.346 0.871 -2.500
H 1.352 -1.167 3.098
H 0.822 0.379 3.819
H 1.827 0.366 2.346
H -1.022 -1.088 3.636
H -1.963 0.207 2.889
H -1.362 -2.589 1.840
H -2.946 -1.951 2.327
H -3.763 -0.949 -0.721
H -4.048 -0.505 0.976
H -3.687 1.490 -0.472
H -2.370 1.354 0.714
H -2.973 0.008 -2.736
H -2.925 1.785 -2.640
H -1.485 0.881 -3.165
C 4.505 -1.427 0.831
As 3.244 -0.162 0.029
C 3.553 -0.649 -1.843
C 4.460 1.387 0.200
C 3.901 2.764 -0.145
C 3.560 2.840 -1.641
C 2.660 3.053 0.715
As 0.859 2.484 0.113
C -0.072 3.175 1.688
C 0.384 3.961 -1.089
C 4.984 3.829 0.123
As 5.793 4.361 1.870
C 4.209 4.784 2.963
C 6.241 2.658 2.754
H 5.455 -1.393 0.299
H 4.090 -2.431 0.773
H 4.674 -1.175 1.878
H 4.575 -0.422 -2.145
H 2.862 -0.130 -2.508
H 3.384 -1.720 -1.944
H 5.357 1.182 -0.392
H 4.763 1.392 1.249
H 2.790 2.107 -1.897
H 4.441 2.628 -2.249
H 3.197 3.834 -1.910
H 2.560 4.129 0.870
H 2.785 2.599 1.702
H 0.228 4.207 1.864
H 0.162 2.579 2.569
H -1.148 3.143 1.518
H 0.884 4.869 -0.755
H -0.694 4.111 -1.041
H 0.668 3.754 -2.118
H 4.637 4.792 -0.271
H 5.862 3.572 -0.477
H 3.604 5.542 2.466
H 4.555 5.203 3.907
H 3.595 3.910 3.179
H 6.848 2.032 2.101
H 5.364 2.101 3.085
H 6.840 2.901 3.631
C -0.183 -4.195 -1.726
O -0.394 -2.786 -1.469
C 0.492 -2.167 -0.686
O 1.424 -2.748 -0.166
H -1.140 -4.594 -2.044
H 0.172 -4.697 -0.831
H 0.556 -4.308 -2.518
```

Summary:
* LUMO: -1.98 eV
* largest force on an atom: 0.6 eV/A
* calculated total energy: -261580.3304 eV
* energy above the lowest of the compared OMol25 structures with the same formula, charge and spin: 19.8 kcal/mol
* charge: +1


Formula: C19H44BN3O9P
Source: OMol25
Level of theory: ωB97M-V/def2-TZVPD

XYZ file:
```
77
C19H44BN3O9P (ωB97M-V/def2-TZVPD)
C -1.185 1.642 1.306
C -2.615 1.183 0.966
C -2.872 0.949 -0.534
C -2.787 -0.520 -0.972
C -1.546 -1.287 -0.475
C -0.517 -1.549 -1.568
C -0.021 -0.269 -2.266
O 1.230 0.125 -1.733
C 2.334 -0.721 -2.068
C 2.806 -0.425 -3.498
C 3.209 1.038 -3.743
N 4.645 1.255 -3.516
C 3.433 -0.321 -1.072
C 3.355 -0.818 0.380
O 4.620 -1.302 0.822
C 2.810 0.236 1.347
N 3.594 1.459 1.455
C 1.900 -2.220 -1.860
P 1.660 -3.438 -3.217
O 1.297 -4.707 -2.595
O 0.617 -2.807 -4.234
O 2.984 -3.443 -4.091
N 0.692 -2.198 -0.942
B 0.371 -3.557 -0.218
O 1.187 -3.798 0.842
O -0.635 -4.256 -0.714
C -0.787 -5.668 -0.471
H -1.195 2.389 2.099
H -0.682 2.077 0.437
H -0.556 0.826 1.672
H -2.824 0.261 1.512
H -3.313 1.927 1.342
H -2.197 1.577 -1.124
H -3.876 1.296 -0.784
H -2.843 -0.580 -2.065
H -3.675 -1.033 -0.604
H -1.859 -2.244 -0.055
H -1.067 -0.727 0.335
H -0.911 -2.249 -2.304
H -0.701 0.550 -2.053
H 0.025 -0.397 -3.349
H 3.696 -1.018 -3.712
H 2.024 -0.708 -4.203
H 3.006 1.255 -4.792
H 2.575 1.712 -3.160
H 4.995 1.955 -4.158
H 4.813 1.642 -2.595
H 4.394 -0.613 -1.502
H 3.416 0.771 -1.055
H 2.716 -1.702 0.486
H 5.328 -0.758 0.467
H 2.755 -0.239 2.331
H 1.787 0.489 1.049
H 4.539 1.369 1.105
H 3.160 2.239 0.981
H 2.696 -2.715 -1.290
H 0.851 -2.928 -5.164
H 3.821 -3.379 -3.622
H 0.990 -1.556 -0.200
H 0.763 -3.960 1.688
H -1.241 -5.833 0.504
H -1.440 -6.043 -1.253
H 0.182 -6.157 -0.537
O -3.163 1.716 3.989
C -3.661 2.694 4.484
O -4.739 3.230 3.880
C -5.486 4.321 4.442
C -4.868 5.663 4.120
C -3.077 3.353 5.709
H -5.620 4.176 5.514
H -6.468 4.231 3.982
H -3.877 5.769 4.561
H -5.499 6.464 4.506
H -4.776 5.786 3.041
H -2.269 4.011 5.384
H -2.648 2.574 6.334
H -3.782 3.936 6.293
```

Summary:
* LUMO: -2.15 eV
* largest force on an atom: 0.6 eV/A
* calculated total energy: -53278.9660 eV
* charge: +1


Formula: C19H44BrClN2O2
Source: OMol25
Level of theory: ωB97M-V/def2-TZVPD

XYZ file:
```
69
C19H44BrClN2O2 (ωB97M-V/def2-TZVPD)
C -4.311 -0.788 -3.500
C -3.887 0.680 -3.890
C -2.984 0.747 -5.160
Cl -3.297 2.336 -5.984
C -1.464 0.419 -4.930
C -0.557 1.689 -4.797
O 0.821 1.261 -4.784
C 1.604 2.153 -4.043
Br 3.154 1.092 -3.368
O -1.247 -0.555 -3.925
C -0.972 -0.010 -2.638
H -5.054 -1.094 -4.273
H -3.479 -1.512 -3.569
H -4.785 -0.795 -2.501
H -3.497 1.255 -3.023
H -4.840 1.191 -4.161
H -3.365 -0.038 -5.852
H -1.115 -0.059 -5.876
H -0.818 2.330 -3.928
H -0.642 2.345 -5.694
H 1.089 2.599 -3.169
H 2.044 2.967 -4.651
H 0.112 0.256 -2.548
H -1.162 -0.810 -1.895
H -1.541 0.906 -2.387
C 1.156 1.003 0.377
C 0.320 2.267 0.517
N -0.746 2.153 1.498
C -1.701 3.251 1.439
C -1.199 4.656 1.779
C -0.339 1.744 2.835
C 0.686 2.614 3.567
H 0.528 0.139 0.144
H 1.874 1.124 -0.436
H 1.724 0.787 1.283
H -0.129 2.469 -0.461
H 0.991 3.111 0.733
H -2.554 3.016 2.082
H -2.115 3.277 0.425
H -1.058 4.787 2.851
H -1.939 5.396 1.465
H -0.264 4.898 1.272
H 0.061 0.727 2.773
H -1.230 1.644 3.462
H 1.513 2.918 2.923
H 1.115 2.050 4.399
H 0.231 3.507 3.994
C 2.085 -5.566 4.137
C 2.527 -4.712 2.956
N 1.454 -3.920 2.377
C 1.809 -3.320 1.098
C 2.925 -2.275 1.086
C 0.733 -3.051 3.295
C 1.536 -1.996 4.060
H 1.252 -6.215 3.862
H 2.912 -6.199 4.463
H 1.785 -4.958 4.993
H 2.907 -5.393 2.189
H 3.376 -4.087 3.270
H 0.911 -2.884 0.648
H 2.096 -4.130 0.417
H 2.586 -1.321 1.485
H 3.245 -2.092 0.056
H 3.805 -2.596 1.645
H 0.217 -3.682 4.026
H -0.076 -2.554 2.752
H 2.471 -2.392 4.461
H 0.949 -1.633 4.908
H 1.764 -1.129 3.439
```

Summary:
* LUMO: 0.52 eV
* largest force on an atom: 1.8 eV/A
* calculated total energy: -110054.8682 eV
* SMILES: CC[C@@H](Cl)[C@@H](COCBr)OC.CCN(CC)CC.CCN(CC)CC
* charge: 0


Formula: C19H44N4O2P2PdSi
Source: OMol25
Level of theory: ωB97M-V/def2-TZVPD

XYZ file:
```
73
C19H44N4O2P2PdSi (ωB97M-V/def2-TZVPD)
Pd 0.053 0.794 -1.188
Si 2.255 0.742 -1.740
P -0.533 0.873 -3.505
N -0.916 -0.930 -0.953
H 0.362 2.082 -0.594
C -2.356 0.790 -3.812
H -2.615 0.615 -4.886
H -2.813 1.734 -3.439
H -2.761 -0.057 -3.216
C 0.038 2.359 -4.413
H -0.284 2.399 -5.467
H 1.133 2.375 -4.389
H -0.329 3.260 -3.910
C 0.043 -0.563 -4.476
H -0.230 -0.521 -5.540
H -0.386 -1.476 -4.057
H 1.134 -0.647 -4.399
C 3.253 2.220 -1.144
H 2.988 2.450 -0.104
H 3.055 3.080 -1.799
H 4.318 1.949 -1.210
H 2.850 -0.411 -1.028
H 2.590 0.631 -3.179
C -0.697 -2.186 -1.161
C -1.497 -4.531 -0.919
C -1.715 -3.154 -0.787
C 0.523 -2.741 -1.730
C 0.705 -4.118 -1.841
C -0.286 -5.019 -1.439
H -2.266 -5.222 -0.621
H -2.651 -2.781 -0.409
H 1.294 -2.059 -2.060
H 1.631 -4.497 -2.254
H -0.114 -6.083 -1.541
C -1.377 3.047 -0.536
O -2.084 2.142 -1.067
C -1.707 3.218 1.027
H -1.097 3.956 1.626
H -1.564 2.172 1.512
H -2.800 3.612 1.146
C -0.822 4.166 -1.403
H -1.576 4.351 -2.181
H 0.098 3.820 -1.874
H -0.598 5.107 -0.887
C -1.452 -2.042 3.146
N -1.088 -0.980 2.212
C -2.259 -0.319 1.635
P 0.386 -0.204 2.374
O 0.941 0.636 1.297
N 0.431 0.787 3.699
C 1.162 2.050 3.631
C -0.034 0.390 5.014
N 1.329 -1.575 2.689
C 2.695 -1.295 3.135
C 1.323 -2.594 1.636
H -2.010 -2.807 2.587
H -2.083 -1.660 3.960
H -0.551 -2.510 3.574
H -2.721 0.384 2.352
H -2.001 0.204 0.701
H -2.994 -1.094 1.386
H 0.826 2.674 4.460
H 2.254 1.895 3.712
H 0.956 2.569 2.677
H 0.140 1.234 5.676
H -1.113 0.163 4.987
H 0.515 -0.493 5.386
H 3.110 -2.260 3.440
H 3.333 -0.868 2.344
H 2.684 -0.621 3.998
H 1.717 -3.507 2.095
H 0.302 -2.782 1.273
H 1.954 -2.326 0.771
```

Summary:
* LUMO (spin up / spin down): 0.68 / -1.64 eV
* largest force on an atom: 3.5 eV/A
* calculated total energy: -60402.2515 eV
* spin multiplicity: 5
* energy above the lowest of the compared OMol25 structures with the same formula, charge and spin: 0.0 kcal/mol
* charge: 0


Formula: C19H44O11
Source: OMol25
Level of theory: ωB97M-V/def2-TZVPD

XYZ file:
```
74
C19H44O11 (ωB97M-V/def2-TZVPD)
C -2.092 -0.831 0.153
C -1.333 -0.993 -1.173
O -0.281 -1.947 -1.016
C 0.824 -1.788 -1.890
C 2.176 -1.843 -1.171
O 2.664 -0.592 -0.675
C 2.054 -0.146 0.503
O 2.174 1.291 0.491
C 1.114 1.911 1.059
O 0.910 1.909 2.218
O 0.330 2.562 0.212
C 0.771 2.717 -1.152
H -1.640 -1.495 0.896
H -3.153 -1.072 0.040
H -1.987 0.192 0.533
H -0.922 -0.024 -1.485
H -2.008 -1.333 -1.972
H 0.763 -0.838 -2.442
H 0.814 -2.599 -2.636
H 2.923 -2.173 -1.905
H 2.149 -2.595 -0.366
H 0.997 -0.435 0.572
H 2.586 -0.523 1.390
H 1.080 1.760 -1.582
H -0.090 3.113 -1.698
H 1.592 3.439 -1.198
C 4.568 3.291 -2.422
O 3.874 4.122 -1.507
C 4.313 3.973 -0.164
C 5.257 5.080 0.253
O 6.467 5.055 -0.484
C 6.510 5.994 -1.542
H 4.340 3.650 -3.425
H 5.647 3.335 -2.265
H 4.234 2.251 -2.331
H 4.788 2.997 -0.024
H 3.427 4.007 0.480
H 5.510 4.945 1.308
H 4.763 6.052 0.145
H 6.657 7.008 -1.157
H 5.597 5.968 -2.142
H 7.357 5.733 -2.175
C 0.896 -1.416 6.753
O -0.192 -0.533 6.559
C -0.044 0.311 5.427
C -0.820 -0.190 4.230
O -0.327 -1.440 3.765
C -1.093 -2.548 4.197
H 0.584 -2.165 7.480
H 1.179 -1.918 5.825
H 1.766 -0.881 7.150
H 1.013 0.420 5.163
H -0.425 1.299 5.701
H -0.706 0.535 3.422
H -1.885 -0.267 4.477
H -2.038 -2.608 3.644
H -1.309 -2.496 5.267
H -0.512 -3.447 3.995
C -6.082 -5.003 -4.229
O -6.930 -4.201 -3.427
C -6.434 -3.978 -2.118
C -5.772 -2.624 -1.982
O -4.609 -2.515 -2.788
C -4.822 -1.815 -4.000
H -6.426 -4.912 -5.258
H -5.042 -4.674 -4.170
H -6.143 -6.054 -3.928
H -5.731 -4.768 -1.835
H -7.285 -4.022 -1.432
H -5.465 -2.487 -0.941
H -6.485 -1.832 -2.232
H -4.899 -0.737 -3.819
H -5.725 -2.157 -4.510
H -3.961 -2.003 -4.641
```

Summary:
* LUMO: 0.74 eV
* largest force on an atom: 2.0 eV/A
* calculated total energy: -42933.8945 eV
* SMILES: CCOCCOCOC(=O)OC.COCCOC.COCCOC.COCCOC
* charge: 0


Formula: C19H45N2O8PS
Source: OMol25
Level of theory: ωB97M-V/def2-TZVPD

XYZ file:
```
76
C19H45N2O8PS (ωB97M-V/def2-TZVPD)
C 6.120 0.979 -1.693
C 4.622 1.129 -1.838
C 4.160 2.116 -2.872
C 3.846 0.427 -1.035
C 2.462 -0.109 -1.309
C 2.101 -0.304 -2.793
C 0.703 0.236 -3.143
C 0.650 0.570 -4.653
C -0.371 -0.785 -2.795
C -1.752 -0.244 -3.173
O -2.658 -0.444 -2.049
S -3.925 0.578 -2.055
O -4.225 0.940 -3.404
O -5.213 -0.332 -1.525
C -6.202 0.553 -1.005
P -7.819 0.120 -1.751
O -8.069 -1.283 -1.707
O -7.831 0.703 -3.243
O -8.909 0.978 -0.941
H 6.614 1.018 -2.656
H 6.489 1.828 -1.110
H 6.333 0.077 -1.139
H 3.875 1.669 -3.819
H 5.010 2.753 -3.105
H 3.382 2.771 -2.507
H 4.247 0.190 -0.059
H 2.434 -1.088 -0.844
H 1.706 0.509 -0.817
H 2.855 0.073 -3.461
H 2.046 -1.377 -2.977
H 0.539 1.107 -2.509
H 1.589 0.330 -5.131
H -0.101 -0.007 -5.184
H 0.411 1.620 -4.791
H -0.387 -1.048 -1.741
H -0.204 -1.674 -3.394
H -1.646 0.824 -3.329
H -2.171 -0.730 -4.041
H -5.952 1.573 -1.307
H -6.294 0.463 0.072
H -8.451 1.452 -3.247
H -8.657 1.918 -0.942
C 2.419 -1.595 2.848
C 3.799 -1.742 2.213
C 4.697 -2.774 2.910
O 5.260 -2.341 4.133
C 4.406 -2.437 5.259
N 4.430 -0.421 2.145
H 2.448 -1.010 3.766
H 1.744 -1.080 2.163
H 1.984 -2.571 3.076
H 3.647 -2.094 1.187
H 5.550 -2.973 2.255
H 4.174 -3.730 3.046
H 3.750 -3.310 5.195
H 3.809 -1.531 5.379
H 5.037 -2.540 6.141
H 5.301 -0.499 1.626
H 4.731 -0.175 3.086
C -1.301 0.681 3.124
C -2.426 1.708 3.044
C -3.829 1.109 3.229
O -4.325 0.413 2.102
C -3.849 -0.920 1.963
N -2.305 2.444 1.781
H -1.215 0.093 2.210
H -0.344 1.183 3.270
H -1.450 -0.005 3.961
H -2.275 2.418 3.863
H -4.528 1.935 3.390
H -3.879 0.475 4.124
H -3.707 -1.402 2.933
H -2.917 -0.937 1.393
H -4.593 -1.481 1.398
H -2.982 3.203 1.772
H -2.619 1.826 1.035
```

Summary:
* LUMO: 0.02 eV
* largest force on an atom: 2.4 eV/A
* calculated total energy: -59915.6208 eV
* charge: 0